[1]
53
Properties=species:S:1:pos:R:3:forces:R:3 method="wB97M-V/def2-TZVPD" relative_energy_kj_mol=194.4 spin_multiplicity=1 orbital_gap_ev=8.121 lumo_energy_ev=0.629
C 2.95082 6.76784 2.57322 -0.3 -0.2 0.2
C 1.51452 6.67198 3.07902 0.2 0.3 -0.3
O 1.31151 5.56223 3.93239 0.0 -0.2 0.2
C 1.18500 4.31601 3.41219 0.0 -0.3 0.0
C 1.14557 3.99862 2.05733 0.0 0.3 0.1
C 0.98800 2.68453 1.65498 0.0 -0.3 0.2
C 0.86221 1.67434 2.59433 0.0 0.3 0.0
N 0.68929 0.32802 2.17066 0.1 0.5 0.1
C 1.39871 -0.73548 2.70768 0.1 -0.5 -0.1
O 2.23119 -0.64585 3.56700 0.1 0.0 0.1
C 0.92526 -1.99481 2.01892 -0.1 -0.1 0.1
C -0.14110 -1.54844 1.01280 0.0 -0.4 0.0
N 0.24598 -1.96739 -0.33017 0.1 0.2 0.0
C -0.13370 -3.34659 -0.60748 -0.2 -0.1 0.0
C -1.61786 -3.47463 -0.98946 0.2 -0.1 0.1
N -1.95696 -2.62761 -2.11224 -0.2 0.1 0.4
C -1.88209 -3.09904 -3.41194 0.0 -0.2 -0.4
C -2.42997 -2.33880 -4.45570 0.1 0.0 0.1
C -2.43152 -2.79524 -5.75617 0.1 -0.2 -0.2
C -1.89134 -4.03723 -6.03638 0.0 -0.1 0.1
F -1.89033 -4.49093 -7.31304 0.0 0.0 0.1
C -1.35707 -4.82278 -5.03528 -0.1 0.1 -0.4
C -1.34986 -4.35326 -3.73551 0.0 0.2 0.2
C -1.62656 -1.24555 -1.81776 0.3 0.2 0.0
C -0.13783 -1.12783 -1.45143 -0.3 0.3 -0.2
C -0.22910 -0.03745 1.21036 -0.3 -0.3 -0.1
O -1.00304 0.71591 0.67794 0.0 0.0 -0.1
C 0.90057 1.97981 3.94990 0.0 0.0 -0.2
C 1.06505 3.28648 4.35033 0.0 0.2 -0.1
H 3.06701 7.66303 1.96853 0.0 0.1 -0.1
H 3.21217 5.89923 1.97387 0.1 0.0 -0.1
H 3.63444 6.81979 3.41673 0.1 0.0 0.1
H 0.80420 6.65337 2.24364 0.0 0.0 0.1
H 1.28438 7.53839 3.70546 0.0 -0.1 -0.1
H 1.23404 4.76027 1.29942 0.0 0.1 0.0
H 0.95737 2.44937 0.60277 0.0 0.0 -0.1
H 0.55701 -2.69749 2.76666 0.0 0.1 0.1
H 1.77076 -2.45652 1.50742 0.0 0.0 0.0
H -1.13424 -1.93946 1.29248 0.1 0.1 0.0
H 0.09094 -3.96332 0.26433 0.1 -0.1 0.0
H 0.48691 -3.68502 -1.44206 0.0 -0.1 0.0
H -1.87924 -4.50964 -1.20570 0.0 0.0 0.1
H -2.23965 -3.14847 -0.14635 0.0 -0.1 0.0
H -2.88461 -1.38415 -4.24374 -0.1 0.1 0.0
H -2.85700 -2.20315 -6.55099 0.0 0.0 -0.1
H -0.94122 -5.78896 -5.27462 0.0 -0.1 0.0
H -0.91119 -4.98007 -2.97588 0.0 0.0 0.1
H -1.83248 -0.60929 -2.67468 -0.1 0.0 0.0
H -2.23923 -0.90304 -0.97806 0.0 0.1 -0.1
H 0.11517 -0.09063 -1.24032 0.0 0.0 -0.1
H 0.46203 -1.46041 -2.30575 0.0 0.1 0.0
H 0.80996 1.19523 4.68364 0.0 -0.1 0.1
H 1.09711 3.54408 5.39670 0.0 0.0 0.1


[2]
125
Properties=species:S:1:pos:R:3:forces:R:3 method="wB97M-V/def2-TZVPD" spin_multiplicity=1 orbital_gap_ev=8.144 lumo_energy_ev=-0.105
O -1.36177 -3.77494 -5.17760 0.5 1.2 -0.6
C -0.77892 -2.74811 -5.44789 -0.5 -2.0 0.7
O 0.58583 -2.69936 -5.32078 -0.9 0.5 0.2
C 1.03880 -1.62265 -4.47724 0.4 1.2 -0.2
C 0.72180 -0.23370 -5.08888 0.3 0.1 -0.2
C 1.69688 0.86204 -4.56247 -0.9 -0.4 -0.4
C 1.18984 2.29864 -4.83379 0.8 0.3 0.6
C 0.54715 2.98618 -3.58662 -0.1 -0.6 -0.9
C -0.89477 2.46789 -3.33676 2.6 1.3 -0.6
F -1.53881 2.51688 -4.52746 -0.7 -0.4 0.6
F -0.74508 1.19769 -2.88801 -1.1 0.1 -0.1
C -1.56208 3.34527 -2.24127 0.1 -0.4 0.7
F -1.02848 2.95270 -1.07379 0.0 -0.1 -0.3
F -1.27749 4.64636 -2.33591 -0.2 -0.2 -0.8
S -3.44687 3.17674 -2.10759 -1.4 -0.1 2.2
F -5.01908 3.05675 -1.92296 0.3 -0.1 -0.1
F -3.71007 3.89570 -3.49271 0.6 -0.4 0.0
F -3.45858 1.70368 -2.73562 0.3 1.1 -0.4
F -3.27511 2.48850 -0.63381 -0.3 0.3 -0.9
F -3.53469 4.59578 -1.34793 0.2 -0.3 -0.4
C 0.57758 -1.74942 -3.01779 0.2 -0.1 0.0
C 1.39845 -2.79174 -2.18527 -0.4 0.7 -0.1
C 1.97389 -2.03334 -0.96746 -0.1 -0.3 0.1
S 2.39356 -3.13254 0.41442 0.4 -0.4 0.8
C 2.94553 -2.02765 1.69168 -0.4 0.9 -1.2
S 2.95673 -0.41186 1.37558 0.0 -0.2 0.4
N 3.32973 -2.58870 2.93753 0.1 0.1 -0.3
C 4.71493 -3.02222 2.95023 0.1 -0.4 -0.2
C 5.70839 -2.15773 2.55163 0.5 1.0 -0.4
C 7.05202 -2.51295 2.58411 0.1 -0.1 0.1
C 7.41898 -3.76372 3.03652 -0.6 -0.5 0.2
C 6.39552 -4.66351 3.43343 1.8 0.3 0.0
C 5.07392 -4.29171 3.39256 -0.6 -0.4 0.2
C 2.96240 -1.78704 4.06616 -0.4 0.4 0.7
C 1.63700 -1.36507 4.22058 -0.2 -0.7 -1.0
C 1.23544 -0.59035 5.27511 -0.5 0.6 0.7
C 2.13386 -0.18809 6.26162 0.3 -0.1 -0.1
C 3.43858 -0.62015 6.13329 0.2 0.1 0.4
C 3.84372 -1.40921 5.06374 0.8 -0.2 0.0
H -1.35760 -1.87195 -5.80129 0.7 0.1 0.1
H 2.13982 -1.68465 -4.48225 -0.3 -0.3 -0.1
H -0.33205 0.04299 -4.95205 0.3 0.0 0.2
H 0.89245 -0.27007 -6.17828 -0.2 -0.2 0.3
H 1.85556 0.72572 -3.48344 0.1 0.1 -0.3
H 2.65208 0.69851 -5.07934 -0.1 0.1 0.3
H 0.55904 2.38368 -5.72752 0.0 -0.2 0.3
H 2.08046 2.91328 -5.04568 -0.3 -0.1 0.0
H 0.57549 4.06154 -3.78548 -0.2 -0.2 0.4
H 1.15403 2.70030 -2.71924 -0.2 0.5 0.0
H -0.50017 -1.96572 -2.93827 0.3 0.0 -0.2
H 0.70016 -0.75400 -2.56506 0.0 -0.3 -0.1
H 0.71095 -3.59990 -1.90357 0.5 0.0 0.0
H 2.21623 -3.17439 -2.80861 -0.3 -0.2 0.2
H 2.88937 -1.49620 -1.24810 -0.4 0.1 0.1
H 1.20295 -1.34039 -0.60551 0.4 0.0 0.1
H 5.48826 -1.14518 2.21256 -0.3 -0.3 0.1
H 7.81404 -1.79770 2.27310 -0.2 -0.1 0.1
H 8.47523 -4.02621 3.08165 -0.3 -0.2 0.0
H 6.72421 -5.63824 3.79358 -0.3 0.1 -0.1
H 4.32187 -5.00444 3.73087 0.0 0.3 -0.2
H 0.90984 -1.66607 3.46388 0.1 0.1 0.2
H 0.19744 -0.26660 5.36344 0.2 -0.2 -0.2
H 1.86054 0.44403 7.10322 -0.2 -0.2 -0.2
H 4.18058 -0.34875 6.88590 -0.2 -0.1 -0.2
H 4.88960 -1.70911 5.04715 -0.2 0.0 -0.2
C -4.69948 -0.73163 -5.07691 0.1 0.0 -0.2
C -6.14124 -0.31528 -5.33797 0.1 -0.4 0.6
C -6.74188 0.36176 -4.11910 -0.1 0.3 0.0
O -6.92178 -1.45773 -5.68336 0.0 0.1 -0.3
H -4.64581 -1.44724 -4.25082 -0.1 0.1 0.1
H -4.28052 -1.22773 -5.95433 0.0 0.0 0.0
H -4.07469 0.12992 -4.83091 0.0 0.0 0.0
H -6.17468 0.36193 -6.19291 -0.1 -0.1 -0.1
H -6.75868 -0.31646 -3.26070 0.2 0.0 0.0
H -7.77481 0.65566 -4.31050 0.0 0.0 -0.1
H -6.16721 1.25073 -3.85098 0.0 0.0 0.1
H -6.90049 -2.06705 -4.93746 0.0 0.0 0.0
C 11.07032 -6.06975 5.29414 0.0 0.2 0.0
C 9.67651 -6.67173 5.20221 0.5 -0.4 -0.1
C 9.62109 -8.03857 5.86684 -0.2 0.0 0.1
O 9.29304 -6.78837 3.83058 -0.2 0.2 0.1
H 11.79975 -6.70452 4.78303 0.0 -0.1 0.1
H 11.09877 -5.09403 4.80665 0.0 0.0 0.1
H 11.38183 -5.94964 6.33303 0.0 0.0 0.0
H 8.95611 -6.00311 5.67711 -0.1 0.0 -0.2
H 10.30450 -8.73586 5.37387 0.1 0.1 0.0
H 8.61921 -8.46266 5.78647 0.0 0.1 0.0
H 9.88985 -7.97652 6.92261 0.0 0.0 0.0
H 9.92119 -7.38477 3.40875 0.0 0.0 0.0
C -3.17909 -0.55094 -1.13789 0.2 -0.3 0.0
C -3.49730 -1.88841 -0.48909 -0.4 0.5 0.1
C -4.93923 -2.29742 -0.74983 0.0 -0.2 0.0
O -3.26846 -1.80556 0.91663 0.2 -0.2 0.0
H -3.81280 0.23508 -0.72886 -0.2 -0.1 0.0
H -2.14441 -0.26460 -0.93607 0.0 0.0 0.0
H -3.32598 -0.59265 -2.21782 0.0 0.0 0.0
H -2.82315 -2.65531 -0.87613 0.0 0.0 0.2
H -5.63109 -1.56248 -0.32815 0.1 0.1 -0.1
H -5.15800 -3.25337 -0.27218 0.0 0.0 -0.1
H -5.13757 -2.38856 -1.82023 0.0 0.0 0.0
H -3.85828 -1.13109 1.27383 0.0 0.0 0.0
C -3.61838 8.31442 -1.46849 0.2 0.1 -0.1
C -3.82255 8.70771 -0.01261 -0.6 -0.2 -0.4
C -4.73103 7.72119 0.70112 0.0 -0.1 0.3
O -4.38778 10.01598 0.05648 0.3 0.1 0.2
H -4.57140 8.30974 -2.00529 0.0 -0.1 0.1
H -2.97283 9.03632 -1.97107 0.0 0.0 0.0
H -3.16740 7.32398 -1.55411 0.0 0.0 0.0
H -2.85713 8.75152 0.49393 0.0 0.2 0.0
H -5.72042 7.69698 0.23533 0.1 0.0 -0.1
H -4.87689 8.01804 1.74088 0.1 0.0 0.0
H -4.31233 6.71304 0.68136 0.0 0.0 0.0
H -5.24200 9.99222 -0.38789 0.0 0.0 0.0
C -5.55194 4.32332 3.01653 -0.2 0.1 0.0
C -5.11539 2.92695 3.42239 0.5 0.4 -0.3
C -3.71232 2.93293 4.01035 0.0 -0.2 0.1
O -5.15564 2.07643 2.27919 -0.2 -0.4 0.0
H -4.88281 4.72363 2.24911 0.1 0.0 0.1
H -6.55429 4.30424 2.58622 0.0 0.0 0.1
H -5.55138 5.00495 3.86918 0.0 0.0 0.0
H -5.81489 2.51737 4.15281 0.0 -0.1 -0.1
H -2.98760 3.29794 3.27673 -0.1 0.1 0.0
H -3.40811 1.92152 4.28396 -0.1 0.0 0.0
H -3.65748 3.56587 4.89782 0.0 0.0 0.0
H -4.54262 2.42621 1.62230 0.0 0.0 0.0


[3]
9
Properties=species:S:1:pos:R:3:forces:R:3 method="wB97M-V/def2-TZVPD" charge=-1 relative_energy_kj_mol=678.2 spin_multiplicity=1 orbital_gap_ev="5.759 / 6.509" lumo_energy_ev="1.898 / 2.253"
C 0.49005 -1.94220 -0.68078 -0.8 -4.7 2.9
C -0.94997 0.94691 0.94266 0.4 -2.6 -1.6
C 0.23107 -0.70687 -0.76848 -0.3 4.0 -2.3
N 0.44080 -3.07338 -0.24416 0.6 1.2 -1.5
O 0.66389 1.98627 -0.91466 -0.5 -1.2 0.3
O 1.73158 0.45657 0.56630 4.8 -0.9 3.5
S 0.54738 0.80578 -0.04641 -5.6 2.3 -2.3
H -1.48535 -0.06070 0.68777 1.1 0.9 1.4
H -1.66946 1.58762 0.45776 0.3 1.1 -0.4


[4]
60
Properties=species:S:1:pos:R:3:forces:R:3 method="wB97M-V/def2-TZVPD" relative_energy_kj_mol=500.7 spin_multiplicity=1 orbital_gap_ev=8.982 lumo_energy_ev=-0.092
S 2.15703 1.14107 3.27993 -0.6 -0.7 -0.5
S 2.76823 -0.83113 2.84727 -0.8 0.4 -0.6
C 1.74802 -1.55789 1.41042 0.7 -0.1 1.6
C 1.75082 -0.91907 0.05135 -0.9 0.4 -0.9
C 3.11625 -0.99746 -0.64727 -0.9 -2.1 -1.1
N 0.67073 -1.71198 -0.79309 0.7 2.7 2.8
C 0.06231 -0.92248 -1.86486 1.7 -0.2 -3.2
C -1.19927 -0.11033 -1.58767 -1.3 -1.4 0.1
H 0.84590 0.99507 3.70586 1.0 -0.3 -0.2
H 0.75780 -1.70211 1.84693 0.2 -0.1 -0.3
H 2.26137 -2.53530 1.36547 -0.3 0.1 0.0
H 1.51518 0.16716 0.17941 -0.4 -0.9 -0.3
H 3.05890 -1.85397 -1.39039 -0.3 1.4 -0.1
H 3.85883 -1.52321 -0.07352 0.8 1.0 1.0
H 3.38850 -0.06477 -1.13175 0.5 -0.3 0.1
H 1.25925 -2.48829 -1.02776 -0.6 -0.5 -1.2
H -0.15619 -1.57656 -2.74479 -0.1 -0.1 1.1
H 0.82767 -0.31816 -2.40275 -0.1 0.3 0.7
H -2.04395 -0.66419 -2.09515 0.7 0.8 0.6
H -1.37651 -0.23698 -0.52856 -0.4 0.3 0.3
H -1.29135 0.95853 -1.83920 0.6 -0.6 0.0
H -2.76881 -4.39667 2.69905 -0.4 0.3 0.4
H -3.60391 -3.05033 2.45403 -0.1 -0.2 0.4
O -3.00713 -3.70169 2.08400 0.5 0.0 -0.9
H -1.28708 4.46238 1.10279 0.0 -0.3 1.0
H -0.53655 5.43985 0.40817 0.3 0.8 0.5
O -0.77229 5.25417 1.33322 -0.3 -0.6 -1.5
H -4.67607 1.89358 0.42310 1.6 -0.6 -0.2
H -3.45587 2.76168 1.33672 0.5 -1.2 -0.7
O -4.32223 2.57587 0.98020 -1.9 1.9 1.0
H -0.79605 -0.65917 1.45702 -0.2 -0.2 -0.1
H -2.00675 -0.04838 2.21661 0.3 -0.3 -0.2
O -1.04174 -0.11212 2.21295 -0.1 0.2 0.1
H -0.94615 1.68911 2.90383 0.3 0.3 0.4
H -0.82531 2.80466 4.03234 -0.1 -0.3 -0.5
O -1.34002 2.48931 3.27423 -0.4 0.2 0.3
H 2.00424 -4.98385 -2.14784 0.1 -0.1 -0.1
H 0.52212 -4.66795 -1.82492 0.6 0.5 -0.8
O 1.22305 -4.56222 -2.51711 -0.6 -0.3 1.1
H 0.90084 1.55717 -5.86432 0.2 -0.1 -0.2
H 1.75064 0.58992 -5.00704 -0.1 -0.1 -0.1
O 1.26854 1.42205 -4.98726 -0.2 0.2 0.2
H -2.09883 2.81960 -3.85408 0.5 -0.5 -0.7
H -1.08549 1.99634 -4.75398 -0.2 0.2 0.5
O -2.01967 2.20873 -4.61268 -0.2 0.2 0.3
H -3.94889 0.07018 2.15711 -0.7 0.2 -0.1
H -5.17578 -0.22182 1.24166 0.2 0.1 0.3
O -4.24934 -0.44393 1.39801 0.3 -0.4 0.0
H 1.20828 -2.99085 -3.68119 0.0 -0.2 -0.6
H 0.91278 -2.56415 -5.17661 -0.1 -0.1 0.3
O 1.60621 -2.74520 -4.53490 0.3 0.4 0.0
H 2.12260 3.87264 -1.22997 -0.4 0.2 0.0
H 0.64258 4.33954 -1.12647 0.2 0.0 0.2
O 1.33259 4.09105 -1.74791 0.2 -0.3 0.0
H -1.05409 -3.11314 -0.34816 0.2 -0.2 -0.4
H -1.27147 -4.60746 -0.68028 -0.4 0.2 0.1
O -1.05679 -3.75695 -1.07963 -0.1 -0.4 0.3
H 0.10671 2.12417 -0.20973 -0.5 -0.7 0.8
H -0.66145 1.29713 0.98452 0.6 -0.3 -0.3
O -0.62225 2.08631 0.44079 0.0 1.4 -0.8


[5]
47
Properties=species:S:1:pos:R:3:forces:R:3 method="wB97M-V/def2-TZVPD" charge=-2 relative_energy_kj_mol=0.0 spin_multiplicity=3 orbital_gap_ev="8.584 / 6.048" lumo_energy_ev="4.829 / 2.491"
Ag 24.11898 5.64086 -27.32778 -1.1 -0.8 0.2
Ag 25.68100 5.89405 -24.23549 -0.7 0.2 0.4
P 26.80671 6.35692 -26.78070 -1.7 -0.1 0.6
O 26.23209 5.52542 -27.95228 0.4 -0.3 -0.4
O 25.48970 6.98704 -26.21700 1.2 1.8 0.3
O 27.75584 7.46818 -27.27577 0.1 -1.1 0.1
O 27.35272 5.50354 -25.58324 0.6 0.7 -0.9
P 23.02938 4.98684 -24.80760 -0.2 0.0 1.0
O 24.40332 4.51710 -25.36842 1.0 -1.3 -1.0
O 22.41372 3.87396 -24.04427 -0.7 0.1 0.0
O 22.26916 5.48092 -26.07165 0.5 0.2 -0.1
O 23.56355 6.15077 -23.87156 -0.2 0.0 0.0
O 23.66561 8.02366 -27.83643 0.4 0.3 -0.1
H 23.17444 8.77083 -27.48478 -0.2 -0.1 0.0
H 24.49889 8.01675 -27.29904 -0.2 0.1 -0.1
O 27.86671 8.82245 -24.80165 -0.2 0.1 0.1
H 27.75277 8.30147 -25.61926 0.1 0.4 0.2
H 28.69231 9.29332 -24.94746 0.1 -0.1 -0.1
O 30.03184 6.28115 -25.15117 -0.2 0.0 0.2
H 29.06610 6.09346 -25.16142 0.6 0.1 -0.1
H 30.27364 6.29968 -26.08674 -0.1 -0.1 0.0
O 28.15188 2.89469 -25.20807 0.0 0.1 0.2
H 27.30321 2.53517 -25.48198 0.0 0.1 0.0
H 27.99914 3.86588 -25.23382 0.0 -0.4 -0.3
O 26.45544 4.40870 -30.36985 -0.5 0.0 0.1
H 26.18259 4.84322 -29.52134 0.7 -0.2 -0.4
H 25.75498 3.77950 -30.56172 0.0 0.0 0.0
C 26.22781 8.73735 -30.45775 -0.2 -0.1 0.2
C 26.68509 9.83375 -29.51633 0.5 0.5 -0.4
O 26.53070 9.60379 -28.15290 -0.3 -0.7 0.2
O 27.10699 7.62392 -30.45462 0.0 0.2 -0.1
H 26.20388 9.15667 -31.46850 0.3 -0.1 -0.1
H 25.19784 8.42191 -30.23850 0.1 0.0 0.2
H 26.16017 10.76800 -29.76898 -0.1 -0.2 0.1
H 27.74752 10.02227 -29.75185 0.0 0.0 0.0
H 26.88823 8.69848 -27.91506 -0.1 1.0 0.0
H 27.15389 7.27214 -29.55292 -0.1 -0.1 -0.1
C 30.98447 8.60576 -28.05337 -0.4 0.0 -0.3
C 30.66394 7.35273 -28.85685 0.1 0.0 -0.7
O 30.03645 6.33386 -28.11880 0.0 0.2 0.1
O 29.84820 9.25711 -27.49361 0.5 -0.3 -0.1
H 31.40835 9.32570 -28.76430 0.3 0.0 0.2
H 31.72474 8.32222 -27.29224 -0.1 0.3 0.1
H 31.60393 6.95456 -29.26342 0.1 -0.1 0.3
H 30.09362 7.59957 -29.76754 -0.3 0.1 0.3
H 29.14397 6.67011 -27.85473 0.3 -0.2 -0.2
H 29.16210 8.58742 -27.32427 0.0 0.2 0.1


[6]
46
Properties=species:S:1:pos:R:3:forces:R:3 method="wB97M-V/def2-TZVPD" spin_multiplicity=1 orbital_gap_ev=6.301 lumo_energy_ev=-1.112
Sn 0.62919 -2.63964 -1.11158 -0.6 -0.9 -0.3
O -0.97433 -5.10372 3.34366 -0.3 0.0 -0.3
C -0.62156 -4.26610 2.34324 0.2 -0.1 0.3
O -1.27435 -4.12910 1.34698 -0.1 0.1 -0.1
C 0.66116 -3.54237 2.64070 -0.2 -0.2 0.2
C 1.27297 -3.62223 3.88096 0.1 0.1 0.0
C 2.43884 -2.89012 4.08423 -0.1 -0.1 0.0
C 2.93741 -2.12902 3.04826 -0.1 -0.1 -0.1
C 2.24692 -2.12843 1.83525 0.3 0.0 0.3
N 1.13658 -2.81378 1.63734 0.0 0.1 0.2
C 2.78175 -1.32323 0.67236 0.2 0.0 0.1
O 3.78826 -0.66748 0.82324 0.1 0.1 0.0
O 2.09979 -1.40930 -0.41941 0.5 0.7 -0.4
H -1.81055 -5.51976 3.06107 0.3 0.1 0.1
H 0.84537 -4.23378 4.66000 0.0 0.0 0.0
H 2.94464 -2.91970 5.04018 0.0 0.0 0.0
H 3.83626 -1.53901 3.13236 0.0 0.0 0.0
S 0.80192 -1.98035 -3.53140 -0.1 0.1 0.0
C 0.05892 -0.39466 -3.43670 0.1 -0.1 0.0
N -0.08945 0.28568 -4.52573 0.1 0.2 0.1
N -0.52390 1.54468 -4.51340 -0.3 0.3 -0.2
C -0.35791 2.58352 -3.56317 0.0 -0.1 -0.3
C -1.26146 3.63463 -3.62048 0.0 0.1 0.1
C -1.11311 4.72873 -2.77768 0.0 0.0 0.0
C -0.06225 4.77892 -1.87706 0.0 0.0 0.0
C 0.85145 3.72950 -1.84063 0.0 0.0 0.0
C 0.71301 2.63586 -2.67590 0.1 0.1 0.0
N -0.46981 0.14962 -2.26883 -0.2 -0.1 -0.1
N -0.48381 -0.54836 -1.24698 -0.1 0.1 0.4
C -1.09098 0.06980 -0.09286 0.1 -0.2 -0.3
C -1.38884 -0.75809 0.97550 0.0 -0.2 0.1
C -1.97583 -0.22492 2.11373 0.0 0.0 0.0
C -2.25724 1.13011 2.17938 0.0 0.0 -0.1
C -1.95554 1.95361 1.09832 0.0 0.0 0.1
C -1.37517 1.43152 -0.04148 0.1 0.0 -0.1
H -0.81024 1.84729 -5.43321 0.2 -0.1 0.1
H -2.08995 3.58930 -4.31620 0.0 0.0 0.0
H -1.83080 5.53698 -2.82417 0.0 0.0 0.0
H 0.05138 5.62555 -1.21498 0.0 0.0 0.0
H 1.68507 3.76048 -1.15191 0.0 0.0 0.0
H 1.43782 1.83405 -2.63668 0.0 0.0 0.0
H -1.18245 -1.82251 0.92078 0.0 0.1 0.0
H -2.21085 -0.87329 2.94683 0.0 0.0 0.0
H -2.71016 1.54812 3.06796 0.0 0.0 0.0
H -2.17128 3.01258 1.14591 0.0 0.0 0.0
H -1.12694 2.06844 -0.87782 0.0 0.0 0.0